# 1
Entry from the Open Molecules 2025 dataset: an isolated molecule of C3H9NO6S at a distorted geometry (the ωB97M-V functional and the def2-TZVPD basis).

Properties
relative energy (zero: lowest compared OMol25 entry of this formula, charge and spin) = 0.0 kcal/mol
total charge = 0
HOMO energy = -10.39 eV
frontier orbital gap = 10.9 eV
SMILES string = C[C@](N)(C(O)(O)O)S(=O)(=O)O

```
20
Properties=species:S:1:pos:R:3:nbo_charge:R:1
C 0.09240 0.55904 1.80372 -0.6422
C 0.01620 -0.13966 0.42120 -0.0626
N 0.18190 -1.67752 0.46672 -0.8726
C 0.88349 0.44144 -0.65998 0.6789
O 0.66195 1.81056 -0.85590 -0.7342
O 2.17015 0.28960 -0.24552 -0.7107
O 0.56913 -0.32244 -1.83140 -0.7231
S -1.76649 -0.05308 -0.29584 2.3248
O -1.77374 1.19574 -1.05858 -0.9656
O -2.64148 -0.09165 0.85790 -0.9087
O -1.93873 -1.24506 -1.33998 -0.8830
H -0.76733 0.26130 2.36981 0.2459
H 1.00814 0.28462 2.23923 0.2277
H 0.00991 1.57302 1.48029 0.2380
H 0.17932 -2.00188 1.48810 0.3672
H 1.15087 -1.94052 0.33637 0.3790
H -0.25920 1.89587 -0.97785 0.5082
H 2.58999 1.09822 -0.35740 0.4939
H 1.02194 0.11999 -2.52078 0.4819
H -1.38841 -2.05759 -1.32010 0.5573
```

***

# 2
Entry from the Open Molecules 2025 dataset: a structure of composition C40H49Br2IN6Re at a distorted geometry (the ωB97M-V functional and the def2-TZVPD basis).

Properties
multiplicity = 4
total charge = +2
HOMO energy (spin up / spin down) = -12.75 / -13.07 eV
frontier orbital gap (spin up / spin down) = 6.1 / 4.7 eV

```
99
Properties=species:S:1:pos:R:3:lowdin_spin:R:1
Re 0.19957 -0.16217 0.18150 1.5604
C -3.08388 4.71086 2.56821 0.0034
C -1.94301 4.01245 3.31645 0.0039
C -1.75339 2.62759 2.81146 0.0442
C -2.28049 1.45612 3.30732 0.0564
C -3.19971 1.25088 4.45648 0.0060
C -4.65360 1.18832 3.97492 0.0047
C -1.80587 0.40106 2.45484 0.1181
N -0.98347 0.90874 1.48179 0.0011
C -0.96681 2.27212 1.65982 0.1327
C -0.25203 3.16363 0.87403 -0.0516
C 0.54728 2.86229 -0.21813 0.1349
C 1.34473 3.81567 -0.94108 0.0416
C 1.41805 5.27047 -0.65572 0.0034
C 0.35544 6.03676 -1.45199 0.0032
C 2.01778 3.10993 -1.91325 0.0593
C 1.62541 1.73320 -1.76594 0.1198
C 2.10921 0.68255 -2.53024 -0.0310
C 1.80798 -0.65914 -2.36452 0.1245
N 1.01679 -1.17704 -1.36180 0.0117
C 0.91298 -2.52376 -1.61840 0.1322
C 0.13558 -3.41146 -0.89273 -0.0120
C -0.68402 -3.09350 0.17662 0.1313
N -0.79190 -1.84385 0.74402 0.0116
C -1.71651 -1.96957 1.76241 0.1218
C -2.14185 -0.93836 2.58253 -0.0256
C -2.17922 -3.32471 1.85332 0.0497
C -1.53960 -4.02729 0.85200 0.0463
C -1.75250 -5.44255 0.47019 0.0041
C -2.74538 -5.54637 -0.69558 0.0037
C -3.19763 -3.82733 2.80619 0.0048
C -4.61970 -3.54314 2.30079 0.0042
C 1.69409 -2.87740 -2.77205 0.0501
C 2.26539 -1.70642 -3.23348 0.0518
C 3.12751 -1.50280 -4.42280 0.0050
C 2.28190 -1.10853 -5.64266 0.0044
C 1.76252 -4.23598 -3.36121 0.0046
C 0.55164 -4.47622 -4.27376 0.0040
N 0.75429 1.59912 -0.71633 0.0015
C 2.97289 3.62161 -2.93120 0.0065
C 2.29150 3.78984 -4.29498 0.0050
H -3.19760 5.72722 2.93277 0.0004
H -4.01961 4.18349 2.72216 0.0000
H -2.87756 4.74343 1.50121 0.0001
H -2.17281 3.98849 4.38211 0.0000
H -1.02118 4.58347 3.18693 0.0009
H -3.09796 2.06903 5.16852 0.0001
H -2.94858 0.32282 4.97171 0.0013
H -4.92402 2.11268 3.47545 0.0000
H -5.32064 1.04817 4.81957 0.0006
H -4.79892 0.37028 3.27456 0.0000
H -0.31146 4.20515 1.14869 -0.0051
H 2.40586 5.64316 -0.92629 0.0001
H 1.27399 5.45074 0.41095 0.0006
H 0.52492 5.91243 -2.51862 0.0000
H 0.40594 7.09575 -1.21479 0.0003
H -0.64019 5.67057 -1.21370 0.0001
H 2.77359 0.94271 -3.33995 -0.0037
H 0.14928 -4.44532 -1.20468 -0.0029
H -2.82651 -1.19922 3.37413 -0.0035
H -2.15043 -5.99581 1.32013 0.0000
H -0.80776 -5.90086 0.17814 0.0010
H -3.72078 -5.16753 -0.40188 0.0000
H -2.86100 -6.58477 -0.98910 0.0004
H -2.40223 -4.97575 -1.55535 0.0001
H -3.06350 -3.35842 3.78226 0.0010
H -3.08209 -4.90287 2.93331 0.0001
H -4.77126 -2.47878 2.13419 0.0001
H -5.33984 -3.88789 3.03621 0.0004
H -4.80631 -4.06885 1.36768 0.0001
H 3.67604 -2.41707 -4.64619 0.0001
H 3.85217 -0.71456 -4.21402 0.0010
H 1.57260 -1.89437 -5.88904 0.0001
H 2.93038 -0.94812 -6.49865 0.0005
H 1.72598 -0.19358 -5.44783 0.0001
H 1.77743 -4.98971 -2.57176 0.0010
H 2.67459 -4.33983 -3.94778 0.0000
H -0.37932 -4.39242 -3.71926 0.0001
H 0.61053 -5.46617 -4.71476 0.0005
H 0.53494 -3.74289 -5.07392 0.0000
H 3.81008 2.92502 -3.03403 0.0016
H 3.37286 4.58441 -2.60991 0.0000
H 1.87372 2.84828 -4.63882 0.0000
H 3.01354 4.14196 -5.02466 0.0006
H 1.48480 4.51441 -4.23131 0.0000
Br 2.38655 -2.69033 2.34660 0.0084
C 4.21340 -2.37097 1.80923 0.0007
Br 4.28497 -1.60071 0.03981 0.0026
H 4.75515 -3.31504 1.80916 0.0001
H 4.64897 -1.66586 2.51363 0.0000
I 4.41013 3.71817 2.56885 0.0005
C 3.05287 2.14150 2.44526 0.0006
C 2.23169 1.64344 3.44394 0.0018
N 1.49306 0.67407 2.89244 0.0082
N 1.78530 0.51896 1.59386 0.0172
C 2.74997 1.39068 1.30907 0.0074
H 2.13337 1.94032 4.46800 0.0002
H 0.85601 0.03632 3.35511 0.0012
H 3.19490 1.44498 0.33358 0.0010
```

***

# 3
Entry from the Open Molecules 2025 dataset: a cluster of 2 separate species, C5H11NO2 in total at a distorted geometry (the ωB97M-V functional and the def2-TZVPD basis).

Properties
relative energy (zero: lowest compared OMol25 entry of this formula, charge and spin) = 51.8 kcal/mol
total charge = 0
HOMO energy = -8.49 eV
frontier orbital gap = 9.1 eV
SMILES string = C=C(N)CCC=O.O

```
19
Properties=species:S:1:pos:R:3:nbo_charge:R:1
C 0.12318 -1.45154 0.53935 -0.5473
C 0.06265 -0.16906 0.21856 0.2040
N 1.04582 0.51289 -0.48891 -0.8117
C -1.11390 0.73994 0.61660 -0.4443
C -1.82412 0.49394 2.03791 -0.5138
C -0.78166 0.05973 3.07916 0.4397
O -1.07564 -0.21258 4.21026 -0.5103
H 0.97370 -2.01969 0.13352 0.1892
H -0.59926 -2.12072 0.90638 0.2170
H 1.65037 -0.14693 -0.96748 0.3782
H 0.75657 1.27280 -1.08415 0.3795
H -1.84959 0.73517 -0.16863 0.2231
H -0.79614 1.78601 0.67865 0.2027
H -2.65111 -0.23255 1.88551 0.2304
H -2.28004 1.47625 2.16864 0.2367
H 0.23044 0.05865 2.68952 0.1267
O 2.96199 -0.46073 -5.25670 -0.9344
H 2.46295 -0.78474 -6.01120 0.4685
H 2.70380 0.46316 -5.18698 0.4661
```

***

# 4
Entry from the Open Molecules 2025 dataset: a structure of composition C34H58BBrCaCsFIKLiMgN2O12P at a distorted geometry (the ωB97M-V functional and the def2-TZVPD basis).

Properties
relative energy (zero: lowest compared OMol25 entry of this formula, charge and spin) = 0.0 kcal/mol
total charge = +2
HOMO energy = -8.64 eV
frontier orbital gap = 1.2 eV

```
116
Properties=species:S:1:pos:R:3:lowdin_charge:R:1
C -0.82051 -2.18965 0.61856 0.1595
C -0.83728 -1.52174 -0.37462 -0.1328
C -0.67170 -0.81137 -1.65373 -0.3348
C -1.59848 0.42067 -1.65881 -0.0923
N -0.94067 1.51723 -0.91719 -0.0086
C -1.88991 2.60857 -0.50237 -0.0960
C -1.40402 3.33849 0.73457 -0.1542
C -1.48157 2.48028 2.00052 -0.2289
C -2.90378 2.34708 2.56563 -0.3663
C -3.41426 0.86814 2.41619 -0.1664
C -3.40332 0.24449 3.80523 -0.1469
O -3.72730 -1.16228 3.76426 0.0177
C -2.69424 -1.97190 3.57013 -0.5549
C -3.09859 -3.43392 3.49488 0.0237
O -1.54423 -1.63140 3.43439 0.0664
C 0.32663 2.02832 -1.52472 -0.1349
C 0.18881 3.02530 -2.71008 -0.0429
C -0.55463 2.67148 -3.97408 -0.1579
C 0.03192 2.04492 -5.06618 -0.0259
C -0.63615 1.76188 -6.22812 -0.0914
C -2.01458 2.13482 -6.35851 -0.3319
C -2.59869 2.78341 -5.26169 -0.1128
C -1.87883 3.04080 -4.11724 -0.0336
C 1.39118 0.88459 -1.66274 -0.1615
C 2.52600 1.39135 -2.58878 -0.0968
C 3.86444 0.69483 -2.82297 -0.2148
C 5.08171 1.35436 -2.13114 -0.0380
F 3.97452 -0.75626 -2.54235 -0.1339
B 2.06167 0.80517 -0.17965 -0.5537
O 2.98109 1.76059 0.21983 0.1786
N 1.69504 -0.20901 0.80227 -0.0887
C 1.56272 0.43811 2.13621 -0.0530
C 2.71148 -1.28224 0.92844 -0.0581
C 0.80451 -0.53549 -2.02733 -0.1993
C 0.99916 -0.94753 -3.49101 -0.2158
C 0.91087 -2.46999 -3.78075 -0.6869
C 1.21116 -2.59794 -5.31922 -0.1281
I 2.36689 -3.58342 -2.68199 0.9385
H -0.84303 -3.00579 1.30256 0.0571
H -1.13556 -1.51844 -2.39435 -0.0979
H -2.46247 0.13109 -1.05474 0.1138
H -2.00018 0.70647 -2.62937 0.1218
H -0.71100 1.09416 -0.00220 0.1597
H -2.81850 2.10522 -0.21545 0.1379
H -2.14926 3.27728 -1.31586 0.1089
H -2.08252 4.18331 0.88283 0.1325
H -0.40688 3.77979 0.63574 0.1182
H -0.98834 1.50282 1.88226 0.0831
H -0.88393 3.00025 2.75893 0.1020
H -2.83080 2.62131 3.71257 -0.1295
H -3.56043 3.04226 2.05363 0.0699
H -2.79410 0.30589 1.70360 0.0835
H -4.42858 0.90988 2.00883 0.1117
H -4.22514 0.71005 4.35057 0.1420
H -2.49857 0.47410 4.36406 0.1377
H -4.01332 -3.50576 4.10562 0.0884
H -3.40987 -3.69248 2.48226 0.0915
H -2.32954 -4.09228 3.88123 0.0595
H 0.73654 2.67508 -0.74340 0.1379
H -0.33641 3.89433 -2.29943 0.1316
H 1.15417 3.46090 -3.02888 0.0997
H 1.08227 1.76127 -5.03779 0.0742
H -0.15149 1.24718 -7.04967 0.1072
H -2.56759 1.91562 -7.30556 -0.0152
H -3.64233 3.07593 -5.32393 0.1138
H -2.42592 3.56802 -3.34608 0.1180
H 2.77599 2.38912 -2.22928 0.1219
H 2.07955 1.54083 -3.56663 0.0673
H 4.07127 0.79731 -3.89422 0.1268
H 5.54701 0.69067 -1.39016 0.0784
H 5.83067 1.59401 -2.88750 0.0800
H 4.77064 2.30899 -1.72676 0.0792
H 2.69096 2.66458 0.04754 0.1266
H 0.82107 -0.10163 2.73191 0.0929
H 2.50734 0.46740 2.68502 0.0987
H 1.22833 1.47373 2.05059 0.0760
H 2.35742 -2.16621 0.38472 0.0507
H 3.71296 -0.98866 0.58987 0.0851
H 2.77903 -1.57707 1.97438 0.0936
H 1.38705 -1.25752 -1.44845 0.0640
H 1.95586 -0.64159 -3.90626 0.1050
H 0.15209 -0.54919 -4.06395 0.1237
H -0.07776 -2.90763 -3.64975 0.0293
H 1.14000 -1.60680 -5.76654 0.0768
H 0.47211 -3.24609 -5.78577 0.0858
H 2.21898 -2.98351 -5.46476 0.0171
Br -3.02496 4.40759 4.38763 -0.0501
Ca -2.11067 3.53613 -8.20128 1.1590
O 2.44323 4.60216 -4.17500 -0.3175
P 3.55250 3.79436 -4.89865 -0.0789
O 2.90045 2.47323 -5.42570 -0.3944
O 4.61859 3.41638 -3.85501 -0.3092
O 4.17031 4.60639 -6.04315 -0.5243
Li 4.06154 5.76671 -7.82379 0.8378
O -1.47841 -6.97177 7.76761 0.0850
C -1.88774 -6.28523 6.83389 -0.3921
C -1.65577 -7.23067 5.25218 -0.2318
O -2.06993 -6.48482 4.36612 0.0376
H -1.38318 -5.30724 6.66405 0.1233
H -2.95229 -6.01110 6.83597 -0.0210
H -2.19409 -8.16920 5.47480 0.1377
H -0.58293 -7.48781 5.29768 0.1358
O 6.11087 -1.76580 -2.76660 -0.0176
H 5.09942 -1.49853 -2.76949 0.0365
H 6.27632 -2.56097 -3.36608 -0.3387
H 6.43074 -1.91489 -1.85565 0.1903
K -3.44000 -4.56952 7.82903 1.0106
C -2.55224 -0.22291 11.43139 -0.0450
C -2.54899 -1.55142 10.65613 -0.8077
O -1.66636 -1.66480 9.76939 -0.1160
O -3.43079 -2.37155 10.99828 -0.1090
H -1.76239 0.43991 11.08279 0.0571
H -3.51260 0.27583 11.29902 0.0628
H -2.40285 -0.41790 12.49335 0.0644
Cs 5.59598 -3.41886 -4.53227 1.5827
Mg -3.01629 -2.47572 -2.69453 0.5520
```

***

# 5
Entry from the Open Molecules 2025 dataset: an isolated molecule of C5H8N2 at a distorted geometry (the ωB97M-V functional and the def2-TZVPD basis).

Properties
relative energy (zero: lowest compared OMol25 entry of this formula, charge and spin) = 146.6 kcal/mol
total charge = 0
HOMO energy (spin up / spin down) = -8.39 / -7.59 eV
frontier orbital gap (spin up / spin down) = 8.8 / 7.1 eV

```
15
Properties=species:S:1:pos:R:3:nbo_charge:R:1
C -2.25232 0.63763 0.17108 -0.7079
C -1.18204 0.12314 -0.63918 -0.0347
C 0.98367 0.23901 -0.43803 0.0654
C 0.04814 1.26325 -0.74662 0.0510
N -0.21593 2.36175 -1.17318 -0.2381
N 0.79756 -0.56955 0.52824 -0.3493
C 1.97303 -1.34592 0.83555 -0.4393
H -1.90280 1.48381 0.76371 0.2259
H -3.05188 0.98396 -0.48507 0.2283
H -2.63888 -0.15340 0.81462 0.2331
H -1.40399 -0.71181 -1.32580 0.1930
H 1.80867 0.38889 -1.08389 0.1813
H 2.69200 -1.26248 0.02967 0.1738
H 1.83716 -2.40362 1.01562 0.2047
H 2.50760 -1.03468 1.73328 0.2127
```

***

# 6
Entry from the Open Molecules 2025 dataset: the ion CH3I2N2 with charge +1 at a distorted geometry (the ωB97M-V functional and the def2-TZVPD basis).

Properties
relative energy (zero: lowest compared OMol25 entry of this formula, charge and spin) = 100.6 kcal/mol
total charge = +1
HOMO energy (spin up / spin down) = -13.46 / -13.44 eV
frontier orbital gap (spin up / spin down) = 7.7 / 7.2 eV

```
8
Properties=species:S:1:pos:R:3:nbo_charge:R:1
C 0.34113 0.01703 0.86636 0.1882
N 1.96507 0.05847 -0.90764 -0.7469
N -0.75768 -0.39344 0.48449 -0.7310
I 1.27021 -0.03359 2.64512 0.4618
I 3.59264 0.17174 0.21252 0.5599
H 1.81781 1.00279 -1.33232 0.3621
H -0.80087 -0.25688 -0.54630 0.4467
H -1.71402 -0.54316 0.90683 0.4591
```